1.
C2H5BrSi | wB97M-V/def2-TZVPD

Geometry as XYZ:
```
9
Properties=species:S:1:pos:R:3:lowdin_spin:R:1
C 0.4530 0.3527 -0.1485 0.132
C 1.3262 -0.6080 -0.0940 0.619
Si -1.5056 0.1803 -0.0201 0.049
Br 3.6452 -0.0596 0.2016 1.134
H 0.6959 1.3283 -0.0851 0.016
H 1.2610 -1.6494 -0.0774 0.031
H -1.8549 -1.2721 -0.4644 0.001
H -2.1306 1.3050 -0.7780 0.011
H -1.8902 0.4229 1.4659 0.007
```

Properties
**Orbital gap (alpha / beta)**: 7.9313 / 6.3177 eV
**Spin multiplicity**: 3
**Highest occupied orbital energy (alpha / beta)**: -6.80 / -10.10 eV
**Energy relative to the best compared isomer or geometry (same formula, charge and spin)**: 1.8265 eV
**Charge**: 0

=====

2.
C2H5Cl2N | wB97M-V/def2-TZVPD

Geometry as XYZ:
```
10
Properties=species:S:1:pos:R:3:lowdin_charge:R:1
C -2.0127 0.1059 0.1768 -0.064
C -0.7917 0.0831 -0.1264 -0.855
N 0.1058 1.0995 -0.4631 -0.020
Cl 0.1552 -1.3902 0.1826 0.590
H -2.8202 0.7758 0.0222 0.059
H -2.4640 -0.8473 0.3643 0.050
H 0.7492 0.8532 -1.2949 0.114
H -0.4036 2.0116 -0.7070 0.120
Cl 3.5578 -0.8493 0.4941 0.179
H 3.9241 -1.8424 1.3514 -0.172
```

Properties
**Orbital gap**: 9.7958 eV
**Spin multiplicity**: 1
**Highest occupied orbital energy**: -9.11 eV
**Energy relative to the best compared isomer or geometry (same formula, charge and spin)**: 0.9242 eV
**Charge**: 0
**SMILES**: C=C(N)Cl.Cl

=====

3.
C2H5Cl3P2 | wB97M-V/def2-TZVPD

Geometry as XYZ:
```
12
Properties=species:S:1:pos:R:3:lowdin_charge:R:1
C 0.7854 0.1701 -0.3328 -1.048
C -0.1008 -0.9675 0.2010 -1.588
P -0.4914 1.2885 -1.1525 0.736
P -1.5225 -0.0609 0.9749 0.669
Cl 1.9920 -0.4648 -1.5624 0.490
Cl 0.8820 -1.8722 1.4446 0.501
Cl -0.6289 -2.1472 -1.0415 0.536
H 1.3389 0.6394 0.4296 0.028
H 0.0643 2.4606 -0.6083 -0.079
H 0.0579 1.4757 -2.3675 -0.129
H -1.7297 -1.0853 2.0458 -0.064
H -0.6473 0.5635 1.9691 -0.053
```

Properties
**Orbital gap**: 9.4113 eV
**Spin multiplicity**: 1
**Highest occupied orbital energy**: -9.09 eV
**Energy relative to the best compared isomer or geometry (same formula, charge and spin)**: 0.3785 eV
**Charge**: 0

=====

4.
C2H5ClFN | wB97M-V/def2-TZVPD

Geometry as XYZ:
```
10
Properties=species:S:1:pos:R:3:lowdin_charge:R:1
C -0.3642 0.2608 0.5584 -0.342
C 0.0432 -0.9785 -0.2590 -0.639
H -0.0006 1.5256 -1.1113 0.102
H 1.3865 1.7442 0.5203 0.232
H -0.0853 0.0829 1.6880 0.155
H -1.4207 0.3962 0.4210 0.087
H 1.1519 -0.8990 -0.3667 0.109
N 0.5093 1.0951 -0.2378 -0.140
F -0.3965 -2.1404 0.6225 -0.175
Cl -0.8237 -1.0870 -1.8354 0.610
```

Properties
**Orbital gap**: 9.9772 eV
**Spin multiplicity**: 1
**Highest occupied orbital energy**: -9.43 eV
**Energy relative to the best compared isomer or geometry (same formula, charge and spin)**: 2.6788 eV
**Charge**: 0

=====

5.
C2H5ClN2O2 | wB97M-V/def2-TZVPD

Geometry as XYZ:
```
12
Properties=species:S:1:pos:R:3:lowdin_charge:R:1
C -0.4190 -0.2579 -0.5422 -0.122
C 0.4854 0.0613 0.6021 -0.300
N 1.9167 0.0063 0.3883 -0.338
Cl 2.6218 -1.6835 0.0215 0.631
N 2.6512 1.0552 0.0319 -0.491
O 2.1744 2.1411 0.3354 0.050
O 3.7425 0.9104 -0.4711 0.041
H -0.1071 -1.2255 -1.1053 0.081
H -1.3194 -0.7615 -0.1592 0.085
H -0.3178 0.4871 -1.3576 0.094
H 0.1701 1.1672 0.7236 0.148
H 0.3577 -0.5415 1.5183 0.121
```

Properties
**Orbital gap**: 9.7483 eV
**Spin multiplicity**: 1
**Highest occupied orbital energy**: -10.60 eV
**Energy relative to the best compared isomer or geometry (same formula, charge and spin)**: 3.1612 eV
**Charge**: 0
**SMILES**: CCN(Cl)[N+](=O)[O-]

=====

6.
C2H5ClNO3P | wB97M-V/def2-TZVPD

Geometry as XYZ:
```
13
Properties=species:S:1:pos:R:3:lowdin_charge:R:1
C -0.6199 -0.4747 -0.1326 -0.072
C 0.3521 0.5321 0.2701 -0.388
N 1.9315 -0.2213 1.1829 -0.073
O 1.0462 1.1928 -0.6845 -0.205
O 2.8955 -0.5312 -1.2993 -0.397
O 3.5552 1.5963 0.0107 -0.392
P 2.5820 0.5021 -0.2625 0.202
Cl -10.9229 -0.4679 -0.2451 -1.000
H -0.5813 -1.3326 0.5282 0.074
H -0.3989 -0.7749 -1.1437 0.084
H -1.6366 -0.0814 -0.0558 0.081
H -0.0206 1.2342 0.9901 0.104
H 1.8178 -1.1735 0.8417 -0.017
```

Properties
**Orbital gap**: 7.6465 eV
**Spin multiplicity**: 1
**Highest occupied orbital energy**: -2.33 eV
**Energy relative to the best compared isomer or geometry (same formula, charge and spin)**: 0.2620 eV
**Charge**: -2

=====

no.,maximum force (Eh/bohr)
1,0.077
2,0.103
3,0.067
4,0.115
5,0.090
6,0.079